Molecular formula: C19H54N8O9
Method: DFT, wB97M-V/def2-TZVPD

HOMO, Eh: -0.3018
SMILES string: COCCNCCOC.COCCNCCOC.NC(N)=O.NC(N)=O.NC(N)=O.CCO.CCO
Energy relative to the best compared isomer or geometry (same formula, charge and spin), kcal per mole: 12.7
Charge: 0
Kohn-Sham gap, eV: 8.831

Each line ends with the Mulliken charge.
Cartesian coordinates (Å):
C -2.8567 4.2908 -0.0547  -0.821
O -1.9463 4.0263 1.0229  -0.438
C -0.4953 4.1025 0.7958  0.795
C 0.2008 4.3799 2.1850  -1.355
N 0.1046 3.3827 3.2095  -0.136
C 0.8922 2.1792 3.0160  0.081
C 1.7930 1.7714 4.1455  -0.977
O 2.5927 0.7650 3.5748  -0.247
C 3.4544 0.2173 4.5228  -0.977
H -2.3994 3.8332 -0.9186  0.276
H -3.1381 5.3164 -0.2770  0.277
H -3.7507 3.8071 0.2187  0.312
H -0.2407 4.8184 -0.0149  0.537
H -0.0942 3.1485 0.4618  -0.459
H -0.2949 5.2745 2.5693  0.387
H 1.2471 4.5782 2.1140  0.448
H -0.8635 3.1673 3.4675  0.293
H 1.4304 2.2346 2.0684  0.295
H 0.2664 1.3351 2.7746  -0.017
H 1.1715 1.3715 4.9554  0.398
H 2.3767 2.6420 4.5407  0.325
H 2.8393 -0.0820 5.3690  0.347
H 4.1194 0.9782 4.9356  0.308
H 4.0309 -0.5611 4.1480  0.318
C -3.8356 -0.7056 -4.7503  -0.742
O -2.6414 0.0224 -4.4674  -0.436
C -2.5225 0.5636 -3.1341  -0.594
C -2.6052 -0.5394 -2.0258  0.004
N -1.5938 -1.5843 -2.1522  -0.001
C -1.8279 -2.6568 -1.2030  -0.782
C -1.0593 -3.9621 -1.6091  0.152
O -1.3891 -4.2462 -2.9345  -0.336
C -0.4957 -5.1916 -3.4410  -0.682
H -4.6466 -0.1426 -4.3312  0.355
H -3.8792 -1.7495 -4.4118  0.214
H -3.9555 -0.6325 -5.8342  0.281
H -3.3410 1.2444 -2.9356  0.506
H -1.5081 0.9023 -3.1411  0.189
H -3.6373 -0.9967 -2.0306  0.526
H -2.4777 -0.0495 -1.0478  -0.402
H -1.4751 -1.8698 -3.1225  0.257
H -2.8775 -2.9324 -1.1917  0.584
H -1.5248 -2.3033 -0.2517  0.090
H -1.3346 -4.7493 -0.8829  0.428
H 0.0032 -3.7753 -1.4308  -0.412
H -0.6912 -5.2930 -4.4963  0.264
H -0.5709 -6.1656 -2.9395  0.297
H 0.5472 -4.7877 -3.3070  0.226
N -2.4989 1.1539 1.7009  0.039
C -2.9975 0.9879 2.9657  0.467
N -3.4577 2.2109 3.5245  -0.382
O -2.9756 -0.0534 3.6670  -0.715
H -1.8448 0.4702 1.3574  -0.378
H -2.3905 2.0938 1.3608  0.353
H -3.7303 2.8360 2.8246  0.133
H -4.2288 2.1131 4.1505  0.298
N 2.2830 0.0483 0.7613  0.040
C 1.0806 -0.0298 0.0009  -0.260
N 1.0114 -0.6581 -1.2538  -0.199
O 0.0598 0.6013 0.4241  0.122
H 2.1216 0.0547 1.8007  0.179
H 3.0758 -0.5115 0.5415  0.273
H 0.0935 -0.8079 -1.6770  0.021
H 1.6882 -1.4075 -1.3535  0.133
N -0.4433 -1.5990 2.4117  0.185
C 0.1361 -2.8768 2.3889  0.488
N -0.3500 -3.8814 3.2811  -0.475
O 0.9948 -3.1494 1.5354  -0.527
H -0.2232 -1.0515 1.6227  -0.522
H -1.0837 -1.2658 3.0562  0.157
H 0.2363 -4.6813 3.3453  0.262
H -0.8146 -3.5979 4.1181  0.195
C 3.6561 -3.5943 -0.6381  -0.652
C 4.2372 -2.6820 -1.6848  -0.391
O 3.8609 -1.2630 -1.4180  -0.386
H 2.5956 -3.4598 -0.6514  -0.069
H 4.0300 -3.3353 0.3478  0.262
H 3.9444 -4.6176 -0.8711  0.418
H 3.7349 -2.9135 -2.6143  0.285
H 5.2893 -2.7682 -1.7847  0.422
H 4.2193 -0.6715 -2.0899  0.182
C 2.4841 2.0777 -3.1353  -1.073
C 1.9539 2.8664 -1.8789  0.603
O 0.7535 3.5510 -2.2780  -0.560
H 1.7977 1.3002 -3.3473  0.247
H 3.5109 1.6552 -3.0841  0.260
H 2.5385 2.7523 -4.0315  0.313
H 2.6810 3.6105 -1.5937  0.414
H 1.7655 2.2299 -1.0097  -0.415
H 0.1053 2.8869 -2.5500  0.296